Record 1
Computed, not measured: the ion H2N2O4P with charge -1 in a non-equilibrium geometry, with wB97M-V/def2-TZVPD.

Structure (XYZ):
```
9
H2N2O4P | OMol25 | wB97M-V/def2-TZVPD
P -0.12 -0.71 0.01
O -0.10 -1.25 1.83
O -2.37 0.68 -0.40
O -0.62 -1.54 -1.10
O -0.77 1.91 0.30
N 1.42 -0.02 -0.19
N -1.17 0.85 -0.07
H 1.86 0.41 -1.01
H 1.87 -0.34 0.63
```

Results
Net charge ... -1
LUMO level ... 4.11 eV
SMILES ... N[P@@](=O)([O-])[N+](=O)[O-]
E_HOMO ... -0.181 Eh
Frontier orbital gap ... 9.040 eV

=====

Record 2
Computed, not measured: a cluster of 3 separate species, C4H13NO2 in total in a non-equilibrium geometry, with wB97M-V/def2-TZVPD.

Structure (XYZ):
```
20
C4H13NO2 | OMol25 | wB97M-V/def2-TZVPD
O -0.80 -1.89 2.24
O -2.88 0.33 -3.35
N 1.51 0.72 1.44
C 1.19 0.14 0.20
C -0.12 0.11 -0.29
C -1.31 0.94 0.13
C 2.37 -0.57 -0.42
H 0.95 1.49 1.76
H 2.41 0.94 1.98
H -3.52 0.50 -2.59
H -0.30 -0.72 -0.99
H -0.97 1.88 0.59
H -0.13 -1.25 2.49
H 2.10 -1.34 -1.18
H 2.84 0.18 -0.91
H -1.78 0.27 0.93
H 2.92 -1.18 0.18
H -2.08 0.84 -2.98
H -1.93 1.14 -0.78
H -0.48 -2.52 1.55
```

Results
Net charge ... 0
LUMO level ... 0.71 eV
SMILES ... C/C=C(/C)N.O.O
E_HOMO ... -0.286 Eh
Frontier orbital gap ... 8.486 eV

=====

Record 3
Computed, not measured: the molecule C4H6N2OS in a non-equilibrium geometry, with wB97M-V/def2-TZVPD.

Structure (XYZ):
```
14
C4H6N2OS | OMol25 | wB97M-V/def2-TZVPD
S 0.61 2.53 1.11
O -1.09 -2.03 -0.92
N 0.19 0.82 0.97
N -0.57 0.21 1.88
C 0.16 0.07 -0.23
C -0.87 -0.98 1.36
C -0.63 -1.05 -0.04
C 0.73 0.30 -1.51
H 0.70 2.38 2.47
H -0.27 -1.86 -1.59
H 0.50 1.28 -1.73
H -1.58 -1.60 1.97
H 1.86 0.35 -1.41
H 0.26 -0.41 -2.33
```

Results
Net charge ... 0
LUMO level ... 0.45 eV
SMILES ... Cc1c(O)cnn1S
E_HOMO ... -0.315 Eh
Frontier orbital gap ... 9.039 eV

=====

Record 4
Computed, not measured: the molecule C4H9O2, with wB97M-V/def2-TZVPD.

Structure (XYZ):
```
15
C4H9O2 | OMol25 | wB97M-V/def2-TZVPD
O -0.79 1.89 -1.47
O 0.69 -1.99 1.52
C -0.78 1.70 -0.06
C 0.16 0.61 0.38
C 0.00 -0.68 -0.45
C 0.71 -1.88 0.19
H 0.45 -0.54 -1.43
H 1.22 0.91 0.39
H -0.59 2.67 0.43
H -1.06 -0.87 -0.62
H 1.74 -1.96 -0.19
H 0.27 -2.82 -0.22
H -1.80 1.42 0.20
H -0.06 0.35 1.42
H 0.10 2.11 -1.75
```

Results
Net charge ... 0
<S²> ... 0.75
LUMO level (spin up / spin down) ... 0.92 / -1.43 eV
2S+1 ... 2
E_HOMO (spin up / spin down) ... -0.383 / -0.372 Eh
Frontier orbital gap (spin up / spin down) ... 11.348 / 8.700 eV

=====

Record 5
Computed, not measured: a structure of composition C32H66O40S11 in a non-equilibrium geometry, with wB97M-V/def2-TZVPD.

Structure (XYZ):
```
149
C32H66O40S11 | OMol25 | wB97M-V/def2-TZVPD
S 2.66 2.98 -3.42
S -6.08 -6.05 -1.22
S -6.60 0.93 -1.13
S 5.93 -1.91 1.72
S 1.28 -2.42 -6.28
S 0.30 -1.14 0.35
S -2.41 0.49 -5.82
S 3.58 1.12 4.77
S -1.85 0.34 3.98
S 2.71 6.66 1.99
S -2.86 3.20 -2.67
O -6.82 -5.01 -1.86
O -1.27 3.10 -2.39
O 1.46 7.36 1.80
O 2.67 2.19 5.06
O -0.96 1.73 4.13
O -4.83 -6.48 -2.17
O 2.34 4.12 -2.62
O -1.27 -0.87 0.63
O -2.41 -0.57 -4.85
O -3.12 3.81 -1.18
O 1.12 -0.10 0.89
O 0.85 -1.92 -4.83
O -3.12 4.19 -3.65
O -3.92 1.11 -5.85
O 1.73 1.69 -2.90
O 1.97 3.01 -4.90
O 3.70 7.06 2.95
O 4.85 -1.99 2.66
O -5.12 -5.47 -0.08
O 2.38 5.10 2.32
O 4.09 0.47 6.18
O -6.06 2.26 -1.26
O -2.13 0.23 5.55
O 5.28 -1.58 0.24
O 0.14 -1.08 -1.26
O 4.03 2.56 -3.58
O -1.04 -0.75 3.52
O 0.21 -3.12 -6.94
O 0.63 -2.50 0.67
O -3.55 1.93 -2.74
O -3.09 0.66 3.31
O -6.79 -7.20 -0.70
O -1.43 1.53 -5.89
O -5.62 0.08 -0.12
O 2.48 -3.36 -5.72
O 1.86 -1.30 -6.97
O -7.80 0.89 -0.09
O -6.96 0.10 -2.25
O 6.75 -3.03 1.39
O 4.70 1.24 3.86
C -1.22 -1.09 -1.68
C 1.34 4.46 1.56
C 5.33 -0.23 6.16
C 5.45 -1.00 7.47
C -0.72 2.03 5.51
C 1.81 1.66 -5.32
C -5.59 2.62 -6.62
C 3.74 -0.54 -1.28
C -2.04 -1.40 -0.46
C 3.56 6.45 0.39
C 4.02 -0.88 0.16
C 1.00 -3.24 6.06
C 2.55 -0.30 4.29
C -3.56 -6.20 -1.57
C 2.21 -3.58 5.47
C -1.01 0.75 6.25
C 2.33 -3.79 4.09
C -0.99 2.91 -0.99
C -2.42 -0.34 -7.48
C 1.40 2.97 1.79
C 6.79 -0.35 1.95
C 2.29 -3.73 -4.36
C -2.35 3.08 -0.29
C 1.34 0.97 -4.06
C -0.07 -3.68 3.97
C -3.88 -5.01 -0.62
C 1.00 -2.96 -3.90
C -5.95 0.25 1.22
C -7.37 0.90 1.26
C -4.13 2.24 -6.71
C 1.13 -3.96 3.38
C -0.17 -3.26 5.29
H 2.86 6.03 -0.32
H -8.11 0.41 1.88
H 1.14 -2.63 -2.88
H -1.13 -3.10 5.75
H 1.22 -4.28 2.35
H -1.80 -1.22 -7.48
H -2.35 -2.42 -0.25
H 0.14 -3.63 -3.91
H 7.57 -0.38 1.19
H 6.05 0.44 1.93
H -0.31 3.73 -0.76
H -2.73 2.12 0.08
H -3.49 -0.52 -7.62
H -2.94 -5.91 -2.42
H 3.32 -3.96 3.70
H 1.47 4.76 0.52
H 4.46 5.88 0.54
H 5.38 -0.92 5.31
H -1.33 2.88 5.81
H -3.15 -7.05 -1.04
H 0.38 4.90 1.86
H 1.95 -0.06 3.41
H 1.79 -0.02 -4.02
H 5.66 -0.37 8.34
H 0.61 2.40 1.30
H 2.11 -4.80 -4.32
H -5.99 -0.70 1.78
H -1.45 -0.08 -2.01
H 4.53 -1.56 7.64
H 1.12 1.59 -6.15
H -0.55 1.93 -0.79
H 3.29 -1.39 -1.79
H -5.79 2.90 -5.58
H -3.46 3.06 -6.42
H 1.20 2.74 2.84
H -3.04 -4.99 0.06
H -3.73 1.98 -7.70
H 0.33 2.27 5.70
H -2.14 0.43 -8.19
H 3.18 -1.18 4.17
H -5.21 0.73 1.87
H -2.97 -0.84 -0.58
H -0.17 0.05 6.22
H -1.31 -1.77 -2.52
H 3.19 0.39 -1.35
H -5.77 3.56 -7.14
H -4.17 -4.07 -1.09
H 3.09 -3.43 -3.68
H 3.79 7.45 0.03
H 2.80 1.30 -5.60
H 0.89 -3.02 7.12
H 1.81 -0.43 5.07
H -6.26 1.87 -7.03
H -7.24 1.95 1.53
H 3.31 -1.57 0.64
H 0.26 0.84 -3.97
H 3.14 -3.57 6.03
H 2.34 2.49 1.55
H 3.95 -0.09 0.92
H 6.18 0.44 6.03
H 7.31 -0.53 2.90
H -1.04 -3.70 3.47
H -2.27 3.66 0.63
H -1.30 0.94 7.28
H 6.27 -1.71 7.41
H 4.66 -0.22 -1.78
```

Results
Net charge ... 0
LUMO level ... -0.33 eV
E_HOMO ... -0.348 Eh
Frontier orbital gap ... 9.124 eV

=====

Record 6
Computed, not measured: a cluster of 2 separate species, C5H8O in total in a non-equilibrium geometry, with wB97M-V/def2-TZVPD.

Structure (XYZ):
```
14
C5H8O | OMol25 | wB97M-V/def2-TZVPD
O 1.25 -1.80 0.28
C 1.77 -0.73 -0.31
C -0.39 -0.19 -0.10
C 0.83 0.25 -0.59
C -1.68 0.54 -0.01
C -0.17 -1.58 0.41
H 2.84 -0.76 -0.48
H -0.46 -1.75 1.46
H -1.54 1.59 -0.27
H 1.71 5.00 0.53
H 1.03 1.20 -1.06
H -2.07 0.49 1.01
H -2.44 0.11 -0.67
H -0.67 -2.35 -0.20
```

Results
Net charge ... 0
LUMO level (spin up / spin down) ... 0.84 / 1.02 eV
E_HOMO (spin up / spin down) ... -0.355 / -0.226 Eh
Frontier orbital gap (spin up / spin down) ... 10.492 / 7.174 eV

=====

Record 7
Computed, not measured: a structure of composition C20H37BrF5N5O9PS4 in a non-equilibrium geometry, with wB97M-V/def2-TZVPD.

Structure (XYZ):
```
82
C20H37BrF5N5O9PS4 | OMol25 | wB97M-V/def2-TZVPD
Br -0.04 -1.45 3.14
S -3.93 4.13 0.69
S 1.21 -3.18 -0.41
S -1.25 -1.25 -3.07
S -1.01 -1.57 0.22
P 0.65 -1.62 -3.01
F 4.40 -0.93 -1.84
F 3.90 -0.40 -4.83
F 3.27 -2.07 -3.26
F 2.32 0.84 -4.03
F 4.38 1.10 -3.37
O -3.74 -2.17 -0.58
O -1.15 -5.74 -2.32
O 1.77 -4.49 -0.39
O 2.39 -2.14 -0.96
O -0.38 3.07 2.21
O -3.29 2.26 -1.60
O -3.15 -4.33 -0.28
O 1.28 -2.60 1.15
O -3.88 0.39 -0.55
N 5.01 0.58 1.07
N 2.81 2.45 -0.04
N 4.60 -0.68 3.02
N 3.71 1.58 2.75
N 0.25 2.42 -1.02
C 2.76 1.28 -0.91
C -3.88 1.73 -0.70
C -4.67 2.53 0.32
C -1.80 1.35 1.33
C -5.13 -0.23 -0.27
C 2.78 -0.52 1.54
C 3.96 0.32 2.06
C 0.89 1.08 1.79
C 3.45 0.19 -3.72
C 3.27 -0.88 -2.57
C -2.10 -2.70 1.10
C 1.40 -0.09 0.89
C 0.38 0.99 -1.32
C -4.85 -1.68 0.13
C -0.53 1.63 2.11
C 1.92 -0.99 -1.67
C -6.09 -0.14 -1.46
C 0.52 -1.37 1.21
C -3.05 -3.19 0.04
C 1.60 0.27 -0.69
H 5.31 -0.32 0.73
H -0.78 1.34 3.13
H -1.77 1.67 0.29
H 0.46 2.68 -0.07
H -4.71 -1.73 1.21
H 4.59 1.99 3.02
H 1.30 0.87 2.77
H 0.55 0.95 -2.39
H -4.81 2.00 1.25
H 2.49 -1.05 2.44
H -5.65 2.74 -0.12
H 3.97 -0.83 3.80
H 2.44 3.26 -0.52
H -0.68 2.73 -1.26
H 5.80 1.01 1.53
H 2.62 1.65 -1.91
H 3.74 0.83 -0.89
H -7.10 0.00 -1.09
H -3.27 3.77 1.79
H -5.82 0.67 -2.13
H 0.91 -3.00 -3.02
H -0.54 0.44 -1.13
H 1.23 -1.22 -4.21
H 1.47 1.94 1.52
H -2.55 1.99 1.81
H -5.71 -2.31 -0.12
H 3.77 2.65 0.21
H 5.42 -0.23 3.41
H -1.55 -3.54 1.50
H -5.59 0.23 0.60
H 3.20 1.40 3.61
H -2.18 0.35 1.45
H -2.65 -2.21 1.90
H 3.23 -1.29 0.92
H -1.20 -5.58 -1.37
H -6.06 -1.07 -2.03
H -0.84 3.47 1.46
```

Results
Net charge ... -1
LUMO level ... 1.70 eV
E_HOMO ... -0.077 Eh
Frontier orbital gap ... 3.798 eV

=====

Record 8
Computed, not measured: a structure of composition C3H4O3Tm in a non-equilibrium geometry, with wB97M-V/def2-TZVPD.

Structure (XYZ):
```
11
C3H4O3Tm | OMol25 | wB97M-V/def2-TZVPD
Tm -2.58 -0.33 0.44
O 2.40 0.08 -1.81
O 1.49 1.17 -0.07
O 0.59 -0.73 -0.74
C 1.45 0.16 -1.06
C -0.21 -0.15 1.00
C 0.86 0.79 1.10
H 0.02 -1.10 1.51
H 1.55 0.37 1.83
H -0.25 1.26 1.69
H -4.27 -1.18 0.71
```

Results
Net charge ... +1
<S²> ... 2.00
LUMO level (spin up / spin down) ... -7.04 / -7.49 eV
2S+1 ... 3
E_HOMO (spin up / spin down) ... -0.482 / -0.480 Eh
Frontier orbital gap (spin up / spin down) ... 6.083 / 5.576 eV